Record 1
A structure of composition C32H27N15O2RbSb at a distorted geometry, computed with wB97M-V/def2-TZVPD.

Structure (XYZ):
```
78
Properties=species:S:1:pos:R:3:forces:R:3:mulliken_charge:R:1
Rb 0.6629 0.2145 -0.8858 -0.5320 0.1033 -0.1117 0.321
C 3.4795 0.9778 0.5219 -0.6210 -0.6089 -0.2296 -0.696
C 3.0137 1.2350 1.9097 1.2449 0.2669 -0.1479 0.672
C 3.9904 1.6814 2.8144 -0.3087 -0.0240 1.5725 -0.684
C 3.6290 1.9421 4.1384 -0.1597 -0.2719 -1.0667 -0.460
C 2.2761 1.7839 4.4967 0.7379 -0.0675 -0.1459 -0.833
C 1.3963 1.2985 3.5453 -0.1929 0.0929 -0.8741 -0.067
N 1.7547 1.0353 2.2574 -0.6173 -0.0138 0.9698 0.400
Sb -0.6316 0.9770 4.2591 -0.0203 -0.5441 -0.4832 0.723
C -1.8175 2.2249 2.9396 0.8454 -0.3858 -0.5457 0.219
C -2.8105 2.9655 3.5492 -0.0610 0.2056 -0.3739 -0.817
C -3.5011 3.8973 2.7843 0.6796 -0.2844 -0.6791 -0.521
C -3.1483 4.0315 1.4368 -0.5032 -0.0526 0.9324 -0.583
C -2.2033 3.1715 0.8758 0.0177 0.1499 0.6076 0.467
C -1.9311 3.2373 -0.5836 0.8866 0.5854 -0.2499 -0.756
N -1.5144 2.3046 1.6348 -0.3901 0.0407 0.1560 0.140
C -0.9756 -0.9676 3.3049 -0.0824 1.0018 0.3731 0.059
C -0.0894 -2.0072 3.5234 0.5806 -0.5531 0.3230 -0.327
C -0.4107 -3.2716 3.0593 -1.9248 0.8211 -1.1823 -0.499
C -1.5956 -3.3823 2.2817 0.8992 -0.1148 0.6443 -0.461
C -2.4129 -2.2669 2.0870 0.4008 -0.2886 -0.2022 0.644
C -3.5933 -2.3510 1.1514 0.5759 0.0361 -0.1813 -1.292
N -2.1234 -1.0777 2.6486 -0.0913 -0.3870 -0.3033 -0.291
H 4.5441 1.0351 0.4131 0.6205 0.4513 0.1016 0.291
H 3.2816 -0.0304 0.1630 -0.2701 -0.0199 0.0822 0.049
H 3.0030 1.6278 -0.2061 -0.0011 0.2522 -0.1417 0.155
H 5.0406 1.7425 2.5343 -0.3281 0.0767 -0.1680 0.378
H 4.4258 2.2193 4.8172 -0.2751 0.1559 0.3037 0.365
H 1.9091 1.9894 5.4938 0.1379 0.0001 0.0783 0.359
H -2.9777 2.8219 4.5991 -0.2685 0.0817 0.3443 0.397
H -4.2634 4.5015 3.2343 -0.2820 0.3402 0.0711 0.398
H -3.6068 4.8022 0.8307 -0.0895 -0.1230 -0.0846 0.378
H -2.2724 4.2113 -0.9920 -0.1070 -0.7475 0.0461 0.258
H -0.8392 3.2310 -0.7578 -0.3957 -0.2182 -0.0671 0.095
H -2.3792 2.3805 -1.0974 0.0193 0.2881 0.0085 0.161
H 0.8599 -1.8641 4.0483 -0.3491 0.1715 -0.0879 0.345
H 0.2160 -4.1151 3.2182 0.4376 -0.5086 0.0701 0.515
H -1.8633 -4.3226 1.8005 0.0863 0.1746 0.1543 0.265
H -4.3500 -1.6658 1.4991 -0.3949 0.1782 -0.0296 0.453
H -3.2667 -2.0501 0.1387 -0.1133 -0.0121 0.3848 0.003
H -3.9821 -3.3679 1.0555 0.0283 0.1285 0.1499 0.370
O -1.6867 -4.5286 -1.7571 0.1608 0.0055 0.1311 -0.718
C -1.1726 -3.4439 -1.5111 0.2060 0.8168 0.2720 -0.344
N -1.5142 -2.1964 -1.9263 0.5335 -0.3249 0.4584 0.102
C -2.5883 -1.9421 -2.6837 -1.2638 -0.0002 -0.3664 -0.093
O -3.5554 -2.6335 -3.0547 0.8504 0.0552 0.4522 -0.778
C -2.6491 -0.4766 -3.1598 -0.2196 0.1936 0.1973 0.216
C -3.6890 -0.0369 -3.9972 -0.1312 -0.9395 -0.3340 -0.343
C -3.6114 1.2210 -4.5704 -0.4158 0.4943 -0.6992 -0.345
C -2.4814 1.9966 -4.3140 -0.7640 -0.3505 0.1827 -0.765
C -1.5983 1.5349 -3.3622 -0.7946 -0.3335 -0.2448 -0.537
N -1.6998 0.3570 -2.7499 0.4178 0.0531 -0.4678 0.482
C 0.1163 -3.4725 -0.5890 0.3795 -0.5901 -1.1364 0.333
C 0.7331 -4.7020 -0.4369 -0.6451 -0.7989 0.2368 -0.381
C 1.7283 -4.8190 0.5124 0.0823 -0.1542 -0.1260 -0.500
C 2.2389 -3.7065 1.1516 0.8944 -0.3215 0.3865 -0.993
C 1.8089 -2.4850 0.6769 -0.2483 -0.4723 0.3010 0.045
N 0.7623 -2.4226 -0.1235 -1.0128 1.4432 -0.0159 1.114
H -4.4735 -0.7710 -4.2505 0.4371 0.5846 0.2650 0.408
H -4.4062 1.6201 -5.2546 0.7655 -0.5940 0.6867 0.288
H -2.3264 2.9620 -4.7571 0.0242 0.2437 -0.1762 0.487
H -0.8183 2.1767 -3.0772 1.2365 0.6641 0.4832 0.535
H 0.3455 -5.5381 -1.0133 0.0938 0.0079 0.2949 0.460
H 2.1523 -5.7739 0.7449 0.1237 -0.5335 0.0261 0.389
H 3.0181 -3.8440 1.9260 -0.4615 0.3731 -0.5994 0.353
H 2.2819 -1.5538 0.9734 -0.1193 -0.0258 0.0106 -0.085
N 3.8903 1.2453 -3.4250 0.3377 -0.4522 0.4088 -0.134
C 3.7851 -0.1201 -3.0897 -0.0526 -0.4490 -0.8192 0.264
N 4.2434 -1.0224 -3.9834 0.0341 0.5352 0.8316 -0.559
N 4.0967 -2.1873 -3.3497 0.0000 -0.6654 -0.3940 -0.730
N 3.5387 -2.0337 -2.1967 0.0518 0.6779 0.0378 -0.271
N 3.3265 -0.7005 -1.9855 0.0144 0.2052 -0.2021 0.207
C 2.9418 2.2233 -3.2403 -0.9614 1.0751 -0.0064 0.340
N 2.8568 3.3183 -4.0306 -0.0737 -0.7908 0.4185 -0.598
N 1.7964 3.9834 -3.5274 0.5782 0.8604 -0.9449 -0.689
N 1.3071 3.3800 -2.5222 -0.2502 -0.6717 0.6999 -0.403
N 2.0087 2.2402 -2.2899 0.2773 -0.1854 -0.0511 0.352
H 4.3700 1.3514 -4.2989 0.0956 -0.0126 -0.2152 0.303
```
Forces are in eV/Å.

The net charge is -2. The value obtained for the LUMO energy is 3.636 eV. The largest force on an atom is 2.403 eV/A. As for the HOMO-LUMO gap: 5.7605 eV. The calculation puts the total energy at -2471.83596 Ha.

---

Record 2
A structure of composition C32H27N7O3SSm at a distorted geometry, computed with wB97M-V/def2-TZVPD.

Structure (XYZ):
```
71
Properties=species:S:1:pos:R:3:forces:R:3:mulliken_charge:R:1
Sm -0.4378 1.2933 -0.5337 1.1508 -0.7213 1.1200 1.038
O 3.5694 -0.5875 0.8556 -1.5756 -0.6445 -0.1130 -0.594
C 4.3158 0.4885 0.9745 3.0739 1.2050 -0.2151 0.070
C 5.6522 0.2974 1.4249 -0.6740 0.1911 0.3019 -0.589
C 6.5200 1.3463 1.6604 -0.1615 0.1030 0.4121 -0.454
C 6.1422 2.6491 1.2756 0.8067 0.5201 0.7856 -0.519
C 4.8925 2.8670 0.7426 -0.0100 -1.2551 0.1883 -0.694
C 3.9808 1.7844 0.5930 -0.5712 1.3378 -0.1217 0.591
C 2.6229 2.1342 0.1249 -0.4596 -1.6299 0.5558 0.967
O 1.7670 1.0824 0.0278 0.3485 0.8743 -0.2457 -0.787
N 2.2500 3.3538 -0.0874 -0.3812 -0.4600 -0.3062 -1.000
N 0.9218 3.3420 -0.5294 -0.5644 1.2853 0.3172 0.365
C 0.3794 4.5176 -0.5501 -0.9041 -1.0463 -1.3226 -0.647
C -0.9582 4.8447 -1.1253 0.4293 -1.5553 0.0530 0.611
C -1.4560 6.1205 -0.9657 0.4161 0.7553 0.5664 -0.557
C -2.6703 6.5309 -1.4676 -0.6312 -2.1258 -1.0190 -0.911
C -3.4724 5.5600 -2.1485 1.3276 -0.4523 1.2862 -0.727
C -3.0276 4.2351 -2.2636 -0.0909 0.5400 -0.8674 -0.172
C -1.7610 3.8787 -1.8064 0.1612 0.1697 1.2194 0.586
O -1.4168 2.5981 -1.7780 -0.3391 0.4391 -1.4241 -0.684
H 2.6801 -0.2272 0.6081 0.2137 -0.3061 -0.0420 0.512
H 5.8985 -0.7137 1.6712 0.2809 -0.4212 0.2641 0.435
H 7.4413 1.2048 2.2764 -0.7144 -0.0454 -1.0265 0.324
H 6.8539 3.4640 1.5417 -0.8339 -0.5167 -0.5436 0.320
H 4.5020 3.8231 0.4584 0.1986 0.4405 -0.0257 0.462
H 0.9789 5.3406 -0.2573 0.5549 0.8390 0.4357 0.500
H -0.8766 6.7992 -0.3325 -0.0880 0.0146 -0.4419 0.387
H -2.9430 7.5385 -1.3552 -0.6643 1.0316 0.1406 0.484
H -4.4925 5.6901 -2.4145 -0.5862 0.8279 -0.5220 0.595
H -3.6211 3.4670 -2.8032 0.3570 0.6222 0.5701 0.410
N 2.4972 -5.6242 0.1905 -1.5590 1.2760 0.3555 -0.018
C 2.4874 -6.9169 0.5577 1.2753 -2.3078 0.0569 0.610
C 3.4505 -7.9506 0.4773 0.4489 -0.2196 0.3739 -0.917
C 3.1250 -9.1941 0.9914 0.6038 -1.0811 0.1748 -0.356
C 1.8798 -9.4124 1.5765 0.1560 -0.0416 -0.2671 -0.418
C 0.9884 -8.3974 1.7093 -0.3919 -0.3908 0.1475 -0.798
C 1.2588 -7.1590 1.1559 -0.1809 0.7922 0.1678 0.602
N 0.5039 -6.0003 1.1110 -0.6669 0.0960 0.4428 -0.632
C 1.2452 -5.1123 0.5341 1.0497 0.1582 -0.8838 -0.019
C 0.8101 -3.7628 0.0937 -0.8333 -0.9918 0.7403 0.821
C 1.5666 -2.8500 -0.6079 2.4662 -1.8945 0.2398 -0.236
C 1.0780 -1.6693 -1.0022 -1.1924 0.9704 0.6096 -0.819
N -0.1891 -1.2878 -0.6802 1.1387 0.6831 -1.4430 -0.212
C -0.9586 -2.1662 -0.0750 -0.0509 -0.8593 0.0587 -0.354
C -0.4942 -3.4133 0.3539 -0.4036 1.1810 0.0080 -0.658
H 3.0890 -5.1655 -0.4425 1.0554 0.2949 -0.6662 0.208
H 4.4700 -7.8054 0.1516 -0.0467 0.3144 -0.3146 0.373
H 3.7917 -10.1076 1.0771 -0.3223 1.6618 -0.6665 0.292
H 1.6044 -10.3979 1.9060 0.0912 -0.1669 0.3205 0.395
H 0.1346 -8.6435 2.2789 -1.2160 0.3420 0.2582 0.430
H 2.6299 -3.0976 -0.7369 -0.4800 0.4343 -0.3596 0.237
H 1.7310 -0.9830 -1.4885 0.1257 0.6235 -0.3248 0.665
H -1.9885 -1.8560 -0.0476 -0.3643 -0.1730 0.7287 0.431
H -1.0776 -4.0388 0.9775 -0.7311 -0.6369 0.1486 0.514
C -6.1315 4.1942 0.1830 -1.2468 0.7655 0.8615 -1.390
C -5.1118 3.1467 0.2037 0.7085 -2.1250 -0.7989 0.845
C -5.2478 1.9804 -0.5255 -0.0304 -0.5394 -0.0178 -1.008
C -4.1520 1.0410 -0.6117 -0.6702 1.5267 -0.8188 1.095
N -3.0371 1.1969 0.0553 -0.5926 0.8997 0.8033 -0.113
C -2.9606 2.2998 0.8730 1.4944 -1.1254 0.2643 -0.169
S -1.5445 2.3994 1.8315 -0.6139 0.4177 -0.2360 -0.372
N -3.9024 3.2601 0.8700 -0.6992 0.4681 0.0740 0.213
C -4.1734 0.0233 -1.6860 -0.9018 -0.5695 0.4004 -1.392
H -7.0594 3.9527 -0.3426 0.4356 -0.5821 -0.0961 0.376
H -5.7773 5.0787 -0.2881 0.6632 0.8480 -0.4714 0.285
H -6.4863 4.5285 1.1660 0.4256 -0.2711 0.1235 0.391
H -6.1439 1.7522 -1.1464 0.7617 0.4850 0.7648 0.379
H -3.6289 4.0924 1.3950 -0.4255 -0.1303 -0.1856 0.322
H -4.6649 0.4502 -2.5603 -0.3224 -0.3517 0.0866 0.500
H -4.6697 -0.9006 -1.3082 0.1616 0.5590 -0.5705 0.294
H -3.1773 -0.2068 -1.9870 0.8111 -0.3561 -0.0691 0.281
```
Forces are in eV/Å.

The spin multiplicity is 6. The net charge is +1. The value obtained for the LUMO energy (spin up / spin down) is -3.570 / -3.562 eV. The largest force on an atom is 3.309 eV/A. As for the HOMO-LUMO gap (spin up / spin down): 6.4751 / 6.4829 eV. The calculation puts the total energy at -2900.72014 Ha.

---

Record 3
A structure of composition C32H28B4FeN4O32 at a distorted geometry, computed with wB97M-V/def2-TZVPD.

Structure (XYZ):
```
101
Properties=species:S:1:pos:R:3:forces:R:3:mulliken_charge:R:1
Fe 0.5146 -0.3673 0.8679 -1.1385 0.2914 -0.7323 2.283
O 1.3387 2.6051 -6.9591 -0.3215 -2.0254 1.1658 -0.615
C 1.2644 1.5701 -6.3126 1.4225 2.8600 -1.7545 0.552
O 0.3797 1.2966 -5.3948 -0.9859 -0.5326 1.5633 0.103
B 0.7120 0.0052 -4.7348 -0.2014 0.1161 -1.8407 0.964
O 1.7663 -0.5449 -5.5850 -0.0929 -0.2937 1.4762 -0.704
C 2.2506 0.3978 -6.3891 0.6583 -1.0229 -1.9153 0.375
O 3.1681 0.2207 -7.1537 -0.9157 0.7012 1.0990 -0.586
O -0.4894 -0.8802 -4.6696 1.1472 0.6240 -0.5838 -0.472
C -0.7291 -1.1972 -3.4458 -3.5912 -1.7719 1.0642 0.631
O -1.6805 -1.9075 -3.0885 2.5270 1.5438 0.0200 -0.638
C 0.2805 -0.4503 -2.5602 0.2996 -0.3651 3.0727 0.339
O 1.1124 0.1668 -3.2974 0.2608 0.3924 -0.4055 -0.332
O 0.3388 -0.4695 -1.3036 -0.0452 -0.4242 -1.8164 -0.044
O -1.8410 0.9992 -0.1650 -1.5656 0.9969 -2.3490 -0.181
C -2.4383 1.3959 -1.1776 0.2378 -1.0658 3.7262 0.476
O -1.9551 1.5094 -2.3681 0.3996 0.1653 -0.7178 -0.245
B -3.0258 1.9452 -3.2602 -0.6791 0.1521 -1.3194 1.089
O -4.2352 2.1853 -2.4723 0.9726 -0.5991 1.2148 -0.549
C -3.9503 1.8231 -1.2031 -2.2545 0.3715 2.1200 0.062
O -4.7314 1.8386 -0.2373 2.6117 -0.1470 -3.0708 -0.599
O -2.6503 3.2165 -3.9984 0.5318 -0.0383 -1.3543 -0.469
C -2.5605 3.0235 -5.2964 -0.3363 1.3989 1.8598 0.816
O -2.3270 3.8679 -6.1518 0.3632 -0.9232 0.7857 -0.345
C -2.9759 1.5565 -5.5454 -1.2638 -4.4703 -2.8653 0.604
O -3.2534 0.9623 -4.3450 0.8652 1.9366 -1.5570 -0.518
O -3.0902 1.0053 -6.6457 0.5776 2.2976 3.7140 -0.566
O 2.4590 6.5255 -4.3259 -2.5212 -2.4434 1.7871 -0.572
C 1.7311 5.7293 -3.7187 2.8735 2.4132 -2.2724 0.293
O 1.9791 5.2196 -2.5293 -0.5625 -0.3070 0.6966 -0.541
B 0.8625 4.3969 -2.0407 -0.2686 0.5058 -0.8990 1.218
O -0.0808 4.3543 -3.2259 1.0080 0.8412 -1.0539 -0.126
C 0.4191 5.1023 -4.2456 -2.7475 -0.6534 -1.0547 0.775
O -0.1415 5.2749 -5.3561 1.5587 -0.6677 3.4013 -0.491
O 0.1783 4.8980 -0.8263 -0.0131 1.2079 -1.1718 -0.601
C 0.0856 3.9969 0.0925 -0.9070 0.4584 2.9270 0.695
O -0.4185 4.1201 1.2043 0.9073 -0.5543 -2.1468 -0.650
C 0.7912 2.7774 -0.4536 -0.2581 -2.9200 0.6551 -0.376
O 1.2810 3.0298 -1.6213 0.0948 -0.2866 0.0545 -0.506
O 0.8023 1.6699 0.1184 0.6272 1.3865 -0.4800 -0.285
O 2.2745 -4.3988 8.4361 -2.5742 0.2404 -3.6599 -0.591
C 1.4060 -4.1654 7.5652 2.3638 0.4714 3.4861 0.552
O 1.4611 -4.2723 6.2287 -0.2778 0.1684 1.3891 -0.460
B 0.2158 -3.6826 5.6929 -0.1132 -1.2627 1.3597 0.992
O -0.6608 -3.3674 6.8329 0.5840 0.2811 0.8419 -0.416
C 0.0669 -3.4368 7.9988 0.0804 0.1496 0.2913 0.606
O -0.1808 -2.9956 9.1072 0.1064 -1.0764 -2.9053 -0.547
O -0.3758 -4.6407 4.7212 0.0661 1.0962 -0.4911 -0.478
C -0.3919 -4.0798 3.5234 -0.8534 -1.1884 -0.9816 0.646
O -0.8256 -4.5913 2.5000 0.9344 1.3610 1.5537 -0.617
C 0.2212 -2.6436 3.6897 0.0851 1.5563 -1.9346 0.069
O 0.5389 -2.4568 4.9373 -0.1761 0.3484 -1.4789 -0.654
O 0.3547 -1.8100 2.7589 0.0260 -1.5829 2.0727 0.043
C -5.0776 -1.6340 0.5459 -0.2129 0.1251 0.4275 -0.990
C -4.4593 -2.4900 -0.5495 -0.9402 1.7714 -0.3840 -0.259
C -3.1963 -3.2032 -0.1821 1.0104 0.3988 0.6399 -0.683
C -2.0541 -2.3294 0.2452 0.1192 0.4168 -0.2932 0.242
N -1.1781 -1.6477 0.5562 -0.5778 -0.3565 -0.1474 -0.039
H -5.1751 -2.2339 1.4507 -0.2131 0.1726 0.2127 0.362
H -6.0472 -1.2266 0.2595 -0.2335 -0.5153 -0.1076 0.398
H -4.5624 -0.7025 0.7803 0.7012 -0.2128 0.0066 0.012
H -4.3101 -1.8109 -1.3889 0.2420 -0.3016 -0.3584 0.126
H -5.1953 -3.2285 -0.8674 0.1678 -0.1461 -0.0175 0.355
H -2.8783 -3.7714 -1.0563 0.3439 -0.2651 0.3431 0.312
H -3.4045 -3.8021 0.7044 0.2342 -0.5399 -0.1744 0.397
C -3.8312 3.4602 2.6986 0.4724 0.6967 0.4593 -1.078
C -3.8291 2.1283 3.4555 -0.5296 0.0687 -1.3223 -0.137
C -2.4414 1.7893 4.0351 -0.5529 -0.5700 -0.1506 -0.691
C -1.4118 1.3005 3.0877 2.4868 -1.1360 -2.3974 0.330
N -0.5946 0.8291 2.3752 -2.8415 1.1131 2.1737 -0.210
H -4.6874 3.8007 2.1163 -0.2994 -0.9262 0.0031 0.344
H -2.9647 3.5254 2.0406 0.0516 -0.0503 -0.0819 0.152
H -3.7319 4.2678 3.4239 0.3300 0.1045 0.1829 0.398
H -4.1712 1.3256 2.8022 0.2536 -0.1212 -0.2187 -0.021
H -4.5725 2.1058 4.2523 0.2899 0.2487 0.3009 0.428
H -2.6217 0.9142 4.6595 0.3259 0.0473 0.4458 0.296
H -2.0997 2.6310 4.6375 0.4246 -0.1819 -0.0858 0.401
C 5.8316 0.5324 1.8366 0.7168 -1.1617 -0.0693 -1.052
C 5.4691 -0.0205 3.2095 -1.6470 0.3423 -0.6408 -0.393
C 4.1000 0.5168 3.7256 0.5330 0.3544 0.2595 -0.764
C 3.0392 0.3755 2.7351 -0.2968 -0.1365 -0.6076 0.724
N 2.2358 0.2171 1.9271 0.4059 -0.0758 0.6493 -0.362
H 6.7423 -0.0253 1.6181 0.5488 0.6386 -0.2242 0.357
H 5.9899 1.6106 1.8146 0.0119 -0.1438 -0.0716 0.312
H 5.2108 0.1830 1.0116 -0.6239 0.3811 0.2078 0.266
H 6.2766 0.2452 3.8918 -0.3453 -0.3435 0.2873 0.341
H 5.2681 -1.0894 3.1372 0.8179 -0.1771 0.1073 0.272
H 4.2028 1.5685 3.9927 -0.2668 0.1094 -0.0369 0.362
H 3.7794 -0.0256 4.6151 -0.0663 0.0175 0.0750 0.301
C 3.8019 -2.7591 -2.7163 -1.1058 -0.1953 0.5310 -0.729
C 3.4129 -4.0507 -1.9449 1.0013 0.2195 -0.1920 -0.534
C 3.5584 -3.8796 -0.3983 -0.2456 0.7477 -1.0480 -0.613
C 2.5821 -2.8526 0.0290 1.0633 -2.0563 -0.0722 0.447
N 1.8033 -2.1115 0.3837 -1.2239 1.8353 0.3708 -0.794
H 3.0708 -2.0244 -2.3790 0.1533 0.5397 -0.1804 -0.037
H 3.7042 -2.8066 -3.8009 -0.0884 -0.3624 0.0926 0.380
H 4.8013 -2.3793 -2.5043 0.0203 -0.2541 0.2422 0.334
H 4.0527 -4.8634 -2.2886 0.0561 -0.1359 0.3267 0.370
H 2.3899 -4.3904 -2.1068 -0.0492 0.2917 -0.3616 0.340
H 4.5216 -3.4501 -0.1229 0.2298 -0.3093 -0.0440 0.293
H 3.4055 -4.8468 0.0804 -0.1782 0.3220 0.3576 0.328
```
Forces are in eV/Å.

The spin multiplicity is 7. The value obtained for the LUMO energy (spin up / spin down) is -1.161 / -5.740 eV. The largest force on an atom is 5.458 eV/A. As for the HOMO-LUMO gap (spin up / spin down): 8.7334 / 4.1552 eV. The calculation puts the total energy at -5226.72471 Ha.